(1)
Below is a cluster of 2 separate species, C2H3ClF2O in total in a non-equilibrium geometry, with properties calculated with ωB97M-V/def2-TZVPD.

The SMILES is FC(F)Cl.C=O. For the frontier orbital gap, the calculation gives 11.06 eV. The energy above the lowest of the compared OMol25 structures with the same formula, charge and spin is 28.6 kcal/mol. As for the spin multiplicity: 1.

Structure (XYZ):
```
9
C2H3ClF2O ωB97M-V/def2-TZVPD
F 0.4908 2.8546 -1.7132
C 0.9255 1.6897 -2.0837
F -0.0848 0.9203 -2.5538
Cl 2.2121 1.8471 -3.3597
H 1.3899 1.0442 -1.3843
C -0.2464 -0.9009 0.6567
O 0.6903 -1.3289 0.0818
H -0.5920 -1.1001 1.7768
H -0.8546 0.0027 0.1356
```

Here are the Mulliken charges for atoms 1 to 8, given in e: -0.168 0.467 -0.207 -0.175 0.080 -0.014 -0.347 0.225

=====

(2)
Below is a cluster of 13 separate species, C16H58N6O13 in total in a non-equilibrium geometry, with properties calculated with ωB97M-V/def2-TZVPD.

For the frontier orbital gap, the calculation gives 8.71 eV. The energy above the lowest of the compared OMol25 structures with the same formula, charge and spin is 84.8 kcal/mol. As for the spin multiplicity: 1.

Structure (XYZ):
```
93
C16H58N6O13 ωB97M-V/def2-TZVPD
C 8.0913 25.3425 -4.0709
C 7.1204 26.2114 -4.8742
O 7.6110 26.5558 -6.1574
H 7.6485 25.0043 -3.1590
H 9.0241 25.9123 -3.8243
H 8.4539 24.4447 -4.5532
H 6.9161 27.1863 -4.3375
H 6.0808 25.8250 -4.8959
H 7.0078 27.2471 -6.5071
C 6.1646 23.2543 3.1703
C 4.8036 23.7932 2.6499
O 5.0014 24.2319 1.3305
H 5.9373 22.7336 4.1129
H 6.9508 24.0216 3.2529
H 6.5188 22.4187 2.5068
H 4.4803 24.4781 3.3789
H 4.0176 23.0324 2.5428
H 4.1243 24.5393 0.9933
C 11.7049 20.4721 0.6785
C 10.2924 19.9656 0.5713
O 9.2591 20.9195 0.3423
H 12.3699 19.6257 0.8882
H 11.7782 21.2696 1.3953
H 12.0555 20.9203 -0.2249
H 9.8826 19.4154 1.4080
H 10.1931 19.3221 -0.2322
H 9.0158 20.9905 -0.6165
C 8.1817 24.0514 -0.4044
O 9.0783 24.4748 -1.4017
N 6.8811 24.1276 -0.5316
N 8.4966 23.6734 0.8232
H 6.5155 24.3995 -1.4872
H 6.1587 24.0216 0.1860
H 9.4965 23.3171 0.8857
H 7.9419 23.1923 1.5289
C 6.5333 27.8082 -1.0120
O 6.0942 29.1111 -1.1778
N 5.8903 26.8977 -0.3579
N 7.6067 27.4558 -1.6228
H 5.0799 27.2495 0.1713
H 6.4020 26.0443 -0.0339
H 8.1805 28.1163 -2.1740
H 8.0604 26.5549 -1.4648
C 8.4169 27.0108 1.5525
O 8.0808 28.3417 1.8205
N 9.3901 26.5815 0.8271
N 7.7506 26.0815 2.1041
H 10.0299 27.3038 0.2802
H 9.3284 25.6016 0.5864
H 6.9869 26.3517 2.6838
H 7.8831 25.1700 1.6730
C 6.6491 22.4843 -3.7390
O 5.7810 21.3772 -3.9599
H 7.1666 22.4882 -2.8413
H 6.1517 23.4532 -3.7247
H 7.3487 22.5327 -4.6190
H 6.2712 20.5594 -4.1162
C 12.0417 24.4521 0.0060
O 11.3234 23.9064 1.1020
H 11.8516 25.5122 -0.2031
H 11.8332 23.7980 -0.7990
H 13.0506 24.2479 0.1806
H 11.4539 24.4811 1.8417
C 9.9024 21.9298 -2.6382
O 9.0968 20.8325 -2.2827
H 9.1766 22.6280 -3.1247
H 10.6882 21.7329 -3.3594
H 10.3443 22.4499 -1.8075
H 8.8340 20.2701 -3.0371
C 10.0466 21.2185 3.8943
O 9.1441 21.8046 3.0474
H 10.9255 21.8317 3.7809
H 10.3019 20.2296 3.5371
H 9.7363 21.1524 4.9418
H 9.3137 21.5854 2.1451
C 11.3834 24.4837 -3.9727
O 11.5115 25.7032 -4.5717
H 12.3518 23.9757 -3.9027
H 10.8217 23.8379 -4.6067
H 10.8554 24.5898 -3.0389
H 11.7848 26.2338 -3.8358
C 5.5150 21.2388 -0.3231
O 4.9530 19.9545 -0.3833
H 6.0372 21.3338 0.6232
H 4.7775 22.0658 -0.2629
H 6.2565 21.4064 -1.0841
H 5.3905 19.4117 0.2412
C 4.1749 24.6873 -2.3645
O 5.3931 25.4039 -2.4912
H 4.2982 23.7070 -1.9534
H 3.6668 24.5208 -3.3430
H 3.4616 25.3614 -1.7778
H 5.5869 26.0182 -1.6860
```

Here are the Mulliken charges for atoms 1 to 8, given in e: 0.381 -0.568 -0.560 -0.575 0.438 0.358 0.198 0.154

=====

(3)
Below is a cluster of 9 separate species, C39H75B3N2O19S2 in total in a non-equilibrium geometry, with properties calculated with ωB97M-V/def2-TZVPD.

The SMILES is S=C(SCCCB1OBOBO1)n1ccnc1.CCOC(C)=O.CCOC(C)=O.CCOC(C)=O.CCOC(C)=O.CCOC(C)=O.CCOC(C)=O.CCOC(C)=O.CCOC(C)=O. For the frontier orbital gap, the calculation gives 7.57 eV. As for the spin multiplicity: 1.

Structure (XYZ):
```
140
C39H75B3N2O19S2 ωB97M-V/def2-TZVPD
S 5.9884 -3.2779 1.5397
C 4.9076 -4.5650 1.4473
S 5.3285 -6.2508 2.1426
C 6.9487 -6.7096 1.3758
C 6.9966 -8.1461 0.6560
C 5.5966 -8.9189 0.5202
B 4.6746 -8.4022 -0.7402
O 3.6968 -7.3383 -0.5179
B 2.4103 -7.9563 -0.6938
O 2.2003 -9.0404 -1.6219
B 3.3616 -9.3131 -2.4315
O 4.7258 -8.9612 -2.0678
N 3.5656 -4.4450 0.8027
C 3.2938 -4.1156 -0.5769
C 1.7537 -4.1804 -0.7072
N 1.2165 -4.5182 0.5956
C 2.3160 -4.6621 1.5204
H 7.2630 -5.9230 0.5941
H 7.7495 -6.6948 2.2042
H 7.6902 -8.8096 1.2967
H 7.5067 -8.0206 -0.3545
H 4.9943 -8.9950 1.4923
H 5.8600 -10.0128 0.2473
H 1.4875 -7.5241 -0.0924
H 3.1705 -9.9110 -3.4457
H 4.0756 -3.8774 -1.3705
H 1.1622 -4.0148 -1.6568
H 2.3330 -4.9029 2.6251
C 12.6962 -1.7660 0.6157
C 11.4444 -1.4482 -0.1765
O 10.6451 -2.6251 -0.3738
C 9.7222 -3.0687 0.4995
C 9.7181 -2.5108 1.8942
O 8.9649 -3.9597 0.1829
H 12.4569 -2.1255 1.6187
H 13.3289 -0.8802 0.7074
H 13.2688 -2.5576 0.1242
H 10.8566 -0.6441 0.2711
H 11.7289 -1.1025 -1.1728
H 10.3618 -3.1222 2.5292
H 8.6968 -2.5503 2.2774
H 10.0237 -1.4677 1.9493
C 0.9378 -1.2333 1.9026
C 2.2997 -0.6673 1.5670
O 2.2397 0.1421 0.3822
C 1.9297 1.4516 0.3773
C 1.3142 2.0556 1.6061
O 2.0772 2.1040 -0.6333
H 0.2208 -0.4399 2.1271
H 0.9971 -1.8993 2.7664
H 0.5415 -1.7948 1.0528
H 2.7446 -0.1165 2.3992
H 2.9842 -1.4895 1.3423
H 0.2271 1.9769 1.5420
H 1.5942 3.1102 1.6487
H 1.6649 1.6104 2.5356
C 4.5326 0.6862 -2.2078
C 5.1472 1.4231 -1.0373
O 6.2881 0.7155 -0.5257
C 7.5369 0.8514 -0.9931
C 7.7480 1.5332 -2.3154
O 8.4641 0.3582 -0.3918
H 5.2289 0.6124 -3.0469
H 3.6298 1.1949 -2.5503
H 4.2728 -0.3365 -1.9208
H 5.3992 2.4586 -1.2783
H 4.4246 1.4651 -0.2223
H 7.7153 0.7898 -3.1135
H 8.7327 2.0046 -2.3061
H 7.0320 2.3274 -2.5178
C -2.1546 5.2501 5.2710
C -2.8604 5.0413 3.9477
O -2.1228 4.1341 3.1072
C -2.2506 2.7994 3.1454
C -2.9530 2.1723 4.3162
O -1.7367 2.1142 2.2877
H -2.0825 4.3203 5.8398
H -2.6858 5.9865 5.8774
H -1.1314 5.6009 5.1074
H -3.8907 4.7139 4.0702
H -2.9018 5.9904 3.4100
H -2.2243 1.9512 5.0979
H -3.4130 1.2400 3.9823
H -3.7590 2.7818 4.7209
C -8.4517 5.0551 2.0227
C -8.0776 4.6032 3.4185
O -6.7176 4.9509 3.7245
C -6.3364 6.1352 4.2325
C -7.3047 7.2831 4.2014
O -5.2031 6.2860 4.6330
H -8.4002 6.1378 1.9247
H -9.4652 4.7329 1.7723
H -7.7586 4.6381 1.2875
H -8.7630 4.9823 4.1803
H -8.1326 3.5132 3.4714
H -7.1771 7.8373 3.2699
H -7.0836 7.9423 5.0432
H -8.3444 6.9823 4.3152
C -8.9851 6.1569 -4.0070
C -9.0723 7.4560 -3.2337
O -9.0210 7.2155 -1.8170
C -7.8843 7.1147 -1.1084
C -6.5862 6.9286 -1.8420
O -7.9229 7.0951 0.1021
H -8.0344 5.6477 -3.8323
H -9.0880 6.3402 -5.0777
H -9.7748 5.4701 -3.6900
H -8.3125 8.1786 -3.5394
H -10.0381 7.9253 -3.4290
H -6.3952 5.8622 -1.9723
H -5.7858 7.3642 -1.2408
H -6.5518 7.4328 -2.8059
C 0.4037 -11.2735 1.6892
C 0.7461 -11.7385 3.0893
O 2.1004 -11.4044 3.4168
C 2.4834 -10.2248 3.9365
C 1.5223 -9.0706 3.8996
O 3.6113 -10.0819 4.3513
H 0.4683 -10.1869 1.6004
H -0.6072 -11.5837 1.4155
H 1.1078 -11.6925 0.9652
H 0.0503 -11.3582 3.8408
H 0.6802 -12.8280 3.1340
H 1.6642 -8.5116 2.9726
H 1.7394 -8.4179 4.7473
H 0.4786 -9.3620 4.0019
C -11.1530 7.4891 -10.1260
C -11.2358 8.7861 -9.3481
O -11.1808 8.5445 -7.9340
C -10.0412 8.4412 -7.2276
C -8.7450 8.2540 -7.9647
O -10.0773 8.4207 -6.0183
H -10.2030 6.9781 -9.9562
H -11.2590 7.6752 -11.1970
H -11.9426 6.8026 -9.8087
H -10.4755 9.5084 -9.6543
H -12.2023 9.2579 -9.5386
H -8.5558 7.1872 -8.0964
H -7.9426 8.6879 -7.3650
H -8.7119 8.7589 -8.9282
```

Here are the Mulliken charges for atoms 1 to 8, given in e: -0.061 -0.486 -0.088 -0.268 -0.707 -0.462 0.539 0.078

=====

(4)
Below is a structure of composition C31H37Cl2N4O6Si2Zn, with properties calculated with ωB97M-V/def2-TZVPD.

For the frontier orbital gap, the calculation gives 6.92 eV. The energy above the lowest of the compared OMol25 structures with the same formula, charge and spin is 3.4 kcal/mol. As for the spin multiplicity: 1. The charge is -1.

Structure (XYZ):
```
83
C31H37Cl2N4O6Si2Zn ωB97M-V/def2-TZVPD
Zn -0.9538 -0.0504 0.5915
C -2.3303 2.1903 -1.1153
Si -1.8473 0.7110 -2.1685
C -3.0072 0.6483 -3.6640
C -0.1340 1.1521 -2.8345
C -1.7843 -0.8398 -1.1246
C -1.0298 -1.9882 -1.6774
C -0.7761 -2.1640 -3.0541
C -0.0467 -3.2448 -3.5009
C 0.4193 -4.1785 -2.5810
C 0.0968 -3.9701 -1.2542
N -0.5948 -2.9222 -0.8109
Si -3.4854 -1.5378 -0.6546
C -4.0483 -2.6510 -2.0753
C -4.8331 -0.2558 -0.4068
C -3.4689 -2.6202 0.8801
H -2.4461 3.0725 -1.7521
H -1.5408 2.4209 -0.3935
H -3.2531 2.0492 -0.5543
H -2.9762 1.6021 -4.1986
H -4.0442 0.4608 -3.3793
H -2.7206 -0.1310 -4.3735
H -0.2152 2.0787 -3.4107
H 0.3067 0.3951 -3.4859
H 0.5623 1.3356 -2.0108
H -1.1606 -1.4462 -3.7631
H 0.1519 -3.3647 -4.5594
H 0.9997 -5.0410 -2.8786
H 0.4213 -4.6769 -0.4949
H -4.1330 -2.0946 -3.0128
H -5.0275 -3.0839 -1.8528
H -3.3506 -3.4760 -2.2410
H -4.9633 0.4293 -1.2456
H -4.6357 0.3147 0.5004
H -5.7768 -0.7919 -0.2656
H -2.8363 -3.5000 0.7416
H -4.4873 -2.9647 1.0863
H -3.1401 -2.0564 1.7536
O -2.5281 4.0502 4.7971
C -2.2254 3.2270 3.9703
C -0.9013 3.1408 3.2289
O 0.0445 3.8992 3.3742
C -1.0239 1.9938 2.3473
C -2.2820 1.3745 2.4858
O -2.5911 0.3413 1.7957
C -3.1028 2.0862 3.4722
O -4.2357 1.8427 3.8306
O -0.1469 1.5273 1.5103
C 1.4238 4.0409 -0.3902
C 2.6108 3.3049 0.1614
C 3.5694 2.7372 -0.6692
C 4.6118 1.9797 -0.1482
C 4.7199 1.8046 1.2205
N 5.7270 0.9342 1.7587
C 5.4466 -0.0234 2.7107
O 6.2414 -0.3357 3.5798
N 4.2071 -0.6218 2.6111
C 3.4557 -0.7731 1.4210
C 4.0269 -1.2841 0.2691
C 3.2411 -1.3972 -0.8646
C 1.9063 -1.0472 -0.7883
N 1.3373 -0.5923 0.3299
C 2.1127 -0.4209 1.3973
C 3.7966 2.4128 2.0643
C 2.7427 3.1394 1.5415
H 1.5175 4.2124 -1.4634
H 1.2867 4.9996 0.1119
H 0.5235 3.4541 -0.2001
H 3.4856 2.8597 -1.7436
H 5.3236 1.4933 -0.8047
H 6.6480 1.3220 1.8922
H 3.9599 -1.1937 3.4022
H 5.0729 -1.5646 0.2642
H 3.6468 -1.7689 -1.7956
H 1.2700 -1.1324 -1.6572
H 1.6439 0.0111 2.2718
H 3.8831 2.2761 3.1360
H 1.9876 3.5569 2.1993
Cl 1.5062 -3.7596 2.5561
C -0.1878 -3.2207 2.4521
Cl -0.4168 -1.6348 3.2144
H -0.7956 -3.9383 2.9879
H -0.4497 -3.1235 1.4002
```

Here are the Mulliken charges for atoms 1 to 8, given in e: 1.723 -0.543 -0.031 -1.203 -0.603 2.079 -1.555 -0.600

=====

(5)
Below is a structure of composition H20O12V in a non-equilibrium geometry, with properties calculated with ωB97M-V/def2-TZVPD.

For the frontier orbital gap (alpha / beta), the calculation gives 8.17 / 2.23 eV. The energy above the lowest of the compared OMol25 structures with the same formula, charge and spin is 0.0 kcal/mol. As for the expectation value of S²: 0.758. As for the spin multiplicity: 2. The charge is +2.

Structure (XYZ):
```
33
H20O12V ωB97M-V/def2-TZVPD
O 1.3774 -0.6935 0.7310
V -0.1356 -0.2365 0.8348
O -0.5950 0.2961 -0.6160
O -1.6790 2.6782 -2.5742
H -0.9075 2.1642 -2.3357
H -1.4379 3.1058 -3.3959
O 0.7295 1.7040 1.7397
H 0.4844 2.0997 2.5761
H 1.2907 2.3565 1.3208
O 4.2495 0.2715 2.2424
H 3.5804 0.7508 1.7536
H 3.7819 -0.0952 2.9928
O 3.3893 -2.5773 1.4688
H 3.0399 -3.4201 1.1792
H 3.0583 -1.9475 0.8284
O -0.0237 -1.1270 2.9238
H -0.4231 -1.9881 3.0474
H 0.4794 -0.9787 3.7245
O -1.1152 -2.2018 0.3457
H -0.7087 -3.0683 0.3334
H -2.0540 -2.3761 0.2794
O 0.4446 1.0167 -3.4252
H 1.0288 1.2206 -4.1555
H 1.0283 0.9055 -2.6748
O -2.1542 0.5513 1.5441
H -2.5138 0.7385 0.6770
H -2.7948 0.9176 2.1538
O -3.5454 1.6987 -0.8370
H -4.0872 1.2438 -1.4818
H -2.7971 2.0229 -1.3381
O -0.6755 -1.8503 -3.3453
H 0.1953 -2.2391 -3.4279
H -0.5099 -0.9430 -3.0891
```

Here are the Mulliken charges for atoms 1 to 8, given in e: -0.474 1.089 -0.436 -0.694 0.325 0.301 -0.390 0.293

=====

(6)
Below is a structure of composition C3H5CuO4 in a non-equilibrium geometry, with properties calculated with ωB97M-V/def2-TZVPD.

For the frontier orbital gap (alpha / beta), the calculation gives 5.45 / 7.94 eV. The energy above the lowest of the compared OMol25 structures with the same formula, charge and spin is 0.0 kcal/mol. As for the expectation value of S²: 0.752. As for the spin multiplicity: 2. The charge is -1.

Structure (XYZ):
```
13
C3H5CuO4 ωB97M-V/def2-TZVPD
C 1.5637 -0.8700 -0.0337
C 0.3656 0.0662 -0.0411
O -0.7985 -0.7365 -0.0166
C -2.0089 -0.1023 -0.0007
O -3.0433 -0.7733 0.0581
O -1.9069 1.1470 -0.1268
Cu -3.6572 2.7028 -0.3767
H 1.5548 -1.4918 -0.9395
H 1.5039 -1.5432 0.8375
H 0.3820 0.6982 -0.9417
H 0.3935 0.7275 0.8395
O 2.7772 -0.1502 -0.0440
H 2.8740 0.3256 0.7858
```

Here are the Mulliken charges for atoms 1 to 8, given in e: -0.385 -0.299 -0.282 0.520 -0.680 -0.470 -0.218 0.253

=====

(7)
Below is a structure of composition C21H46BBrCaCl2F4KMgN4O12 in a non-equilibrium geometry, with properties calculated with ωB97M-V/def2-TZVPD.

For the frontier orbital gap, the calculation gives 1.31 eV. As for the spin multiplicity: 1. The charge is +1.

Structure (XYZ):
```
94
C21H46BBrCaCl2F4KMgN4O12 ωB97M-V/def2-TZVPD
C -0.6916 1.5208 -0.4066
C -0.7119 1.0089 -1.8625
N -1.0494 2.1104 -2.7905
C 0.0829 2.8413 -3.3187
C 1.2550 3.1020 -2.3727
C 0.9356 4.3829 -1.6487
N -0.1444 5.1530 -2.3855
C -1.1995 5.5208 -1.3927
C -2.5523 6.0028 -1.9325
C -3.6872 5.5553 -0.9971
Br -5.2463 5.0649 -2.0149
C -0.4947 4.2620 -3.5161
H -1.3286 0.9129 0.2547
H -0.9713 2.5680 -0.4177
H 0.3745 1.4797 -0.1020
H -1.5234 0.2941 -1.9440
H 0.2320 0.5314 -2.1074
H -1.6362 1.7608 -3.5401
H 0.4830 2.5928 -4.3053
H 1.4970 2.3323 -1.6673
H 2.1117 3.3631 -2.9837
H 0.7719 4.2886 -0.5808
H 1.8453 5.0169 -1.7227
H 0.4434 6.0732 -2.7099
H -0.7740 6.3593 -0.8336
H -1.3140 4.7166 -0.6762
H -2.8651 5.6157 -2.9141
H -2.5901 7.0899 -1.9935
H -3.4044 4.6873 -0.4117
H -3.9793 6.3475 -0.3195
H -0.0102 4.7891 -4.4226
H -1.5726 4.0364 -3.7158
O -3.9943 -2.5837 0.5595
Cl -2.8735 -1.6988 0.6691
O -3.2552 -0.4951 1.3366
O -2.3669 -1.3792 -0.6567
O -1.8125 -2.3534 1.4251
C 5.0793 -2.8261 2.4243
C 4.1364 -3.8083 1.7595
N 3.1534 -4.4998 2.6731
C 3.9364 -5.4614 3.5201
C 2.2124 -5.3823 1.8545
C 1.2214 -4.7197 0.9069
C 2.4371 -3.6019 3.6550
C 1.5896 -2.4638 3.1370
O 2.3172 -1.3945 2.5279
C 1.9267 -1.1406 1.1827
H 5.7353 -3.3035 3.1520
H 5.7112 -2.3898 1.6521
H 4.5575 -2.0073 2.9104
H 4.7161 -4.6085 1.2992
H 3.5708 -3.3358 0.9638
H 4.4665 -6.1455 2.8643
H 3.2412 -6.0110 4.1482
H 4.6343 -4.9070 4.1385
H 1.6734 -5.9953 2.5756
H 2.8771 -6.0284 1.2820
H 0.3387 -4.3342 1.4119
H 0.8478 -5.4851 0.2268
H 1.6574 -3.9304 0.2968
H 3.2018 -3.2078 4.3214
H 1.8005 -4.2675 4.2382
H 1.1122 -2.0382 4.0253
H 0.7693 -2.8063 2.5125
H 0.9174 -1.5069 0.9650
H 2.6324 -1.6018 0.4866
H 1.9613 -0.0658 1.0300
Cl -1.2331 1.5731 2.3075
C 2.0222 0.3670 -4.0359
O 2.3937 1.1311 -3.1507
O 1.6048 0.8162 -5.1411
O 1.8599 -0.8722 -3.8991
K 0.8594 0.7494 1.9834
Ca -1.7574 5.5043 -4.9390
C -4.4629 -5.9777 0.4953
C -2.8594 -5.8788 0.2934
O -2.3869 -6.7384 -0.4388
O -2.4209 -4.9242 0.9310
H -4.8426 -6.8194 -0.0739
H -4.6655 -6.1072 1.5540
H -4.8918 -5.0418 0.1459
Mg 2.0215 7.1538 -1.8422
B 4.6026 3.4526 -1.9828
F 4.4869 3.0817 -3.3237
F 4.5143 2.3216 -1.1591
F 5.7826 4.1332 -1.7601
F 3.4612 4.3320 -1.6663
C -6.4808 0.9289 2.8206
N -6.8617 0.1672 1.5954
O -7.9524 0.3962 1.0963
O -6.0426 -0.6212 1.1922
H -7.2942 1.5981 3.0750
H -6.3022 0.2049 3.6087
H -5.5698 1.4734 2.5903
```

Here are the Mulliken charges for atoms 1 to 8, given in e: 0.697 -0.458 -0.205 0.092 -1.110 0.180 1.013 -0.390